Record 1
# C11H18F9KNO9S3

C11H18F9KNO9S3 as an isolated structure (ωB97M-V/def2-TZVPD, OMol25).

ΔE to the lowest compared entry with this formula, charge and spin = 0.000 eV
calculated total energy = -104909.19632 eV
lowest unoccupied orbital energy = 1.93 eV
charge = -1

Cartesian coordinates (Å):
K -0.34523 2.26720 -2.63471
C 2.37729 -0.10380 -0.93579
C 1.77867 -0.73277 0.31049
C 0.45217 -1.33553 -0.15523
N -0.28495 -2.20594 0.82367
C 0.32290 -3.55938 0.83294
C -1.69181 -2.29515 0.51355
C -2.36324 -2.76587 1.75295
C -1.55789 -2.10289 2.86830
C -0.27321 -1.64603 2.22221
H 1.69583 0.66846 -1.26176
H 2.54981 -0.81300 -1.74860
H 3.33445 0.40805 -0.81147
H 1.67906 -0.02977 1.13948
H 2.35189 -1.56337 0.75918
H 0.61171 -2.00214 -0.99887
H -0.27197 -0.58325 -0.46088
H 1.39398 -3.42992 0.90536
H 0.10869 -3.99511 -0.14114
H -0.10601 -4.12564 1.64644
H -1.87266 -2.75465 -0.46007
H -2.03873 -1.27890 0.32717
H -2.32505 -3.85249 1.86348
H -3.40136 -2.45630 1.71893
H -1.29924 -2.78299 3.67519
H -2.08867 -1.24472 3.26477
H 0.62843 -1.99190 2.72032
H -0.20094 -0.57098 2.09515
C -2.14642 -1.67799 -4.38246
F -1.62256 -2.88199 -4.59884
F -1.78459 -0.86178 -5.34472
F -3.48498 -1.82820 -4.41683
S -1.66925 -1.04309 -2.73122
O -2.00992 -2.10831 -1.81612
O -0.23412 -0.76782 -2.74334
O -2.43785 0.17644 -2.62203
C -1.77420 3.89366 2.12050
F -2.03917 3.53591 3.43710
F -2.96365 4.12998 1.53228
F -1.00268 5.02064 2.15908
S -0.87754 2.48802 1.33086
O 0.36911 2.45926 2.05808
O -1.76145 1.36218 1.57326
O -0.79992 2.86189 -0.06889
C 3.40524 3.88074 0.18698
F 2.40356 4.47276 0.84422
F 4.57458 4.43525 0.66327
F 3.44572 2.58046 0.48988
S 3.32509 4.16242 -1.62919
O 3.41582 5.58996 -1.76296
O 4.47086 3.42851 -2.11191
O 2.03440 3.56989 -1.99806


Record 2
# C11H18N2

An isolated ion of composition C11H18N2 and charge +2 (ωB97M-V/def2-TZVPD, OMol25).

ΔE to the lowest compared entry with this formula, charge and spin = 1.489 eV
calculated total energy = -14659.27704 eV
structure (SMILES) = C=[N+]=C1C=C[C@@H](C)[C@]1(C)C=[N+](C)C
lowest unoccupied orbital energy = -8.18 eV
charge = +2

Cartesian coordinates (Å):
C -1.59749 -0.23309 -0.09117
C -2.25674 -0.63959 1.10778
C -1.27305 -0.94633 1.96782
C 0.87036 -0.00204 -0.81316
C -0.17672 -0.78282 -0.12533
C -2.62698 1.20884 -1.82959
C 0.18947 -0.82235 1.36269
C -0.30752 -2.22358 -0.70113
C 1.24292 -1.84931 1.88794
C 2.29574 1.77725 -1.43218
C 0.53014 2.22504 0.10163
N -2.12811 0.46257 -0.99119
N 1.16378 1.24136 -0.69107
H -3.31258 -0.50790 1.26571
H -1.51397 -1.05282 3.00376
H 1.46387 -0.57777 -1.43552
H -3.24418 0.71631 -2.69637
H -2.62313 2.28138 -1.57752
H 0.49107 0.13571 1.79054
H 0.77926 -2.67407 -0.52180
H -0.54200 -2.32974 -1.81667
H -0.92133 -2.90795 -0.17885
H 1.23605 -1.65824 2.90082
H 2.14595 -1.46640 1.44773
H 1.08041 -2.93176 1.63063
H 1.96854 2.63655 -1.97555
H 3.09756 2.24920 -0.65843
H 2.74821 0.99955 -1.98479
H 1.14439 2.42425 1.10273
H 0.69431 3.26824 -0.34301
H -0.61821 1.97949 0.29353


Record 3
# C11H18N2O

One molecule with the formula C11H18N2O (ωB97M-V/def2-TZVPD, OMol25).

ΔE to the lowest compared entry with this formula, charge and spin = 0.000 eV
calculated total energy = -16726.81688 eV
structure (SMILES) = CC(C)C1=NC(=O)N[C@H]2CCCC[C@@H]12
lowest unoccupied orbital energy = 0.43 eV
charge = 0

Cartesian coordinates (Å):
O -1.83135 1.27822 -3.06603
N -0.29420 0.00268 -2.09283
C -1.08161 1.08255 -2.14063
C 0.44818 -0.14328 -1.01678
N -1.19832 1.99877 -1.14564
C 2.37594 -1.33212 -2.08728
C 0.42541 -2.59911 -1.18674
C -0.05547 0.65663 2.73932
C -1.55535 0.66432 2.41723
C 0.75419 0.12634 1.55389
C -1.92773 0.99487 0.98078
C 1.29851 -1.37782 -1.01435
C 0.48688 0.82486 0.18476
C -0.80113 1.69032 0.21115
H -2.05015 2.53617 -1.25902
H 2.90585 -0.34256 -2.05978
H 3.10410 -2.14260 -1.85447
H 1.98134 -1.52723 -3.09623
H -0.02209 -2.58815 -2.18300
H 0.99375 -3.53340 -1.09978
H -0.38984 -2.65559 -0.42783
H 0.28229 1.66792 2.95248
H 0.19480 0.10061 3.68715
H -2.06770 1.38643 3.08095
H -1.90780 -0.33578 2.66057
H 1.81765 0.15701 1.73457
H 0.52480 -0.91304 1.44655
H -2.86374 1.61973 0.95770
H -2.07950 0.02145 0.49369
H 1.79540 -1.51924 -0.05137
H 1.31703 1.52868 -0.02313
H -0.58012 2.67235 0.70409


Record 4
# C11H18N2OS

One molecule with the formula C11H18N2OS (ωB97M-V/def2-TZVPD, OMol25).

ΔE to the lowest compared entry with this formula, charge and spin = 8.863 eV
calculated total energy = -27553.52508 eV
structure (SMILES) = CC[C@]1(C)C[C@@H](c2csc(N)n2)CCO1
lowest unoccupied orbital energy = 0.70 eV
charge = 0

Cartesian coordinates (Å):
C 0.53646 -0.31164 2.94019
H 0.80374 -0.99938 2.26722
H 0.48675 -0.80559 4.04341
H 1.03571 0.57137 2.86284
C -1.14641 0.05990 2.45615
H -1.52737 -0.87129 2.51714
H -1.17028 0.76241 3.25932
C -1.26751 0.60414 1.20119
C -2.71314 0.96431 1.04090
H -2.88087 1.57318 0.12257
H -2.87000 1.56614 1.96480
H -3.29588 -0.01446 1.11838
C -0.87382 -0.12129 -0.07111
H -0.50166 -1.27762 0.48336
H -1.63591 -0.31944 -0.74396
C 0.66474 0.37926 -0.64967
C 0.99457 -0.41957 -1.75375
C 1.02434 -0.32276 -3.06915
S 1.49432 -1.79577 -3.75720
C 1.98184 -2.50900 -2.28136
N 1.45191 -1.84666 -1.36895
N 2.53931 -3.84384 -2.23230
H 2.91008 -4.19266 -2.95692
H 2.85589 -4.05987 -1.30985
H 0.41243 0.24486 -3.52676
C 0.16588 1.77526 -1.01691
C -0.27795 2.74169 0.00960
O -0.38273 1.73867 1.42928
H -1.05190 3.15411 -0.16290
H 0.55437 3.42884 0.38023
H 1.04904 2.10506 -1.49823
H -0.69693 1.65469 -1.89856
H 1.33099 0.38695 0.20101


Record 5
# C11H18N3O6PV

C11H18N3O6PV as an isolated structure (ωB97M-V/def2-TZVPD, OMol25).

multiplicity = 4
calculated total energy = -63413.52199 eV
lowest unoccupied orbital energy (spin up / spin down) = -9.82 / -10.72 eV
charge = +2

Cartesian coordinates (Å):
O 0.32040 -0.30754 -6.37626
C 0.31788 -0.30286 -5.19830
V 0.28872 -0.28532 -3.30716
O -1.26228 -2.97919 -2.59295
C -0.68495 -2.00232 -2.78229
C 1.31241 1.36694 -2.81685
O 1.90850 2.36794 -2.73399
C -1.34636 0.70644 -2.82225
O -2.33560 1.32935 -2.74000
C 2.00894 -1.31279 -2.75394
O 2.98604 -1.89027 -2.57608
C 1.71721 1.87192 0.35590
N 0.79159 1.27169 1.32052
C 0.17089 2.27602 2.17950
P -0.05617 -0.08929 0.78364
O 0.08501 -0.16904 -0.68533
N 0.54665 -1.44780 1.62930
C -0.00204 -2.72578 1.07159
C 2.04048 -1.49663 1.61435
N -1.66512 0.02441 1.22071
C -2.06931 0.15295 2.62335
C -2.62192 0.61057 0.27661
H 2.35193 2.50729 0.96205
H 1.19189 2.52711 -0.34065
H 2.31979 1.14978 -0.19974
H -0.66315 2.77037 1.65985
H -0.16966 1.86727 3.13378
H 0.95193 3.00952 2.31934
H 0.34428 -2.92295 0.03958
H 0.38503 -3.50747 1.72582
H -1.09490 -2.69794 1.09285
H 2.46414 -1.54340 0.59033
H 2.42618 -0.61830 2.13711
H 2.29597 -2.42301 2.12731
H -2.17525 1.22081 2.84871
H -3.05312 -0.30801 2.69200
H -1.36089 -0.32776 3.30777
H -2.36349 1.64941 0.03448
H -2.74880 0.04559 -0.64737
H -3.55284 0.63228 0.82670


Record 6
# C11H18O2Si

One molecule with the formula C11H18O2Si (ωB97M-V/def2-TZVPD, OMol25).

ΔE to the lowest compared entry with this formula, charge and spin = 0.000 eV
calculated total energy = -23672.25895 eV
structure (SMILES) = C[Si](C)(C)[C@@H](O)[C@H](O)c1ccccc1
lowest unoccupied orbital energy = 0.75 eV
charge = 0

Cartesian coordinates (Å):
C 4.45678 -0.95114 -0.06864
C 3.80696 -0.71574 1.13287
C 3.86560 -0.56440 -1.25848
C 2.57117 -0.10015 1.14287
C 2.62898 0.06056 -1.24833
C 1.96983 0.29949 -0.04743
C -3.01389 1.01060 -1.27411
C -3.26616 -1.51169 0.54845
C -2.42643 1.23068 1.80747
C 0.59668 0.89995 -0.01247
C -0.49158 -0.39340 -0.03517
O 0.28172 1.72724 -1.09233
O -0.43305 -0.95199 -1.32954
Si -2.32233 0.12277 0.26091
H 5.42423 -1.43309 -0.07583
H 4.27114 -1.01157 2.06243
H 4.36929 -0.74766 -2.19705
H 2.05314 0.07851 2.07285
H 2.18908 0.39139 -2.17737
H -2.56205 1.98827 -1.40732
H -2.83229 0.42970 -2.17356
H -4.08685 1.15148 -1.18359
H -2.91616 -2.02570 1.43907
H -4.33109 -1.33737 0.66795
H -3.13445 -2.18533 -0.29378
H -3.46237 1.41789 2.07349
H -1.94079 0.77520 2.67004
H -1.95462 2.19565 1.63307
H 0.43623 1.46102 0.91067
H -0.13154 -1.10275 0.71690
H -0.04784 1.15087 -1.79991
H 0.43266 -1.35929 -1.46414